Record 1
{
  "formula": "C44H95NO10S",
  "method": "wB97M-V/def2-TZVPD",
  "total_energy_ev": -79966.4864,
  "multiplicity": 1,
  "orbital_gap_ev": 9.3,
  "relative_energy_kcal_mol": 0.00,
  "smiles": "Cc1cccc(C[C@H]2CC[C@H](CCCCN)OS2(=O)=O)c1.CCOCC.CCOCC.CCOCC.CCOCC.CCOCC.CCOCC.CCOCC",
  "lumo_energy_ev": 0.50,
  "species": ["C", "C", "C", "C", "C", "C", "C", "C", "C", "C", "C", "C", "C", "C", "C", "N", "O", "S", "O", "O", "C", "H", "H", "H", "H", "H", "H", "H", "H", "H", "H", "H", "H", "H", "H", "H", "H", "H", "H", "H", "H", "H", "H", "H", "H", "H", "C", "C", "O", "C", "C", "H", "H", "H", "H", "H", "H", "H", "H", "H", "H", "C", "C", "O", "C", "C", "H", "H", "H", "H", "H", "H", "H", "H", "H", "H", "C", "C", "O", "C", "C", "H", "H", "H", "H", "H", "H", "H", "H", "H", "H", "C", "C", "O", "C", "C", "H", "H", "H", "H", "H", "H", "H", "H", "H", "H", "C", "C", "O", "C", "C", "H", "H", "H", "H", "H", "H", "H", "H", "H", "H", "C", "C", "O", "C", "C", "H", "H", "H", "H", "H", "H", "H", "H", "H", "H", "C", "C", "O", "C", "C", "H", "H", "H", "H", "H", "H", "H", "H", "H", "H"],
  "positions_angstrom": [[-2.724, -0.649, -3.696], [-2.253, 0.714, -3.252], [-3.152, 1.698, -2.829], [-2.690, 2.962, -2.440], [-1.325, 3.257, -2.461], [-0.406, 2.280, -2.867], [1.084, 2.536, -2.881], [1.750, 2.460, -1.496], [3.125, 1.780, -1.549], [3.711, 1.665, -0.151], [3.923, 3.009, 0.522], [4.533, 2.848, 1.921], [3.905, 3.635, 3.079], [4.878, 3.634, 4.266], [4.688, 4.690, 5.382], [3.904, 5.898, 5.121], [2.659, 3.726, 0.596], [2.010, 4.075, -0.814], [0.781, 4.752, -0.544], [2.996, 4.738, -1.623], [-0.883, 1.024, -3.261], [-3.807, -0.692, -3.745], [-2.339, -0.843, -4.699], [-2.357, -1.433, -3.037], [-4.210, 1.474, -2.805], [-3.398, 3.714, -2.122], [-0.989, 4.237, -2.157], [1.542, 1.742, -3.472], [1.313, 3.481, -3.373], [1.120, 1.904, -0.799], [3.768, 2.395, -2.181], [2.999, 0.795, -1.997], [4.657, 1.125, -0.161], [3.023, 1.084, 0.474], [4.609, 3.599, -0.086], [5.583, 3.133, 1.853], [4.525, 1.788, 2.180], [3.635, 4.639, 2.756], [2.986, 3.125, 3.372], [5.893, 3.700, 3.874], [4.806, 2.652, 4.734], [4.244, 4.211, 6.252], [5.684, 5.025, 5.673], [2.931, 5.644, 4.985], [4.199, 6.331, 4.253], [-0.173, 0.267, -3.578], [-6.903, -3.087, -5.230], [-6.580, -3.180, -3.749], [-6.238, -1.944, -3.149], [-7.232, -0.935, -3.194], [-8.531, -1.308, -2.501], [-6.064, -2.656, -5.779], [-7.104, -4.081, -5.624], [-7.782, -2.470, -5.424], [-5.705, -3.815, -3.605], [-7.406, -3.655, -3.207], [-7.424, -0.628, -4.228], [-6.782, -0.079, -2.689], [-9.025, -2.152, -2.983], [-9.219, -0.463, -2.527], [-8.346, -1.574, -1.460], [-1.555, -7.814, -5.019], [-2.767, -6.987, -5.412], [-3.570, -6.582, -4.321], [-2.932, -5.774, -3.348], [-2.380, -4.468, -3.893], [-1.861, -8.698, -4.459], [-1.019, -8.135, -5.912], [-0.856, -7.248, -4.401], [-3.431, -7.584, -6.039], [-2.461, -6.121, -6.010], [-2.144, -6.338, -2.836], [-3.703, -5.566, -2.605], [-1.595, -4.629, -4.633], [-1.955, -3.877, -3.082], [-3.173, -3.884, -4.365], [1.018, 3.223, 11.096], [2.468, 3.525, 10.756], [2.867, 3.085, 9.472], [2.158, 3.642, 8.378], [2.240, 5.155, 8.274], [0.821, 2.153, 11.015], [0.804, 3.540, 12.118], [0.325, 3.746, 10.436], [3.124, 2.996, 11.448], [2.673, 4.595, 10.879], [1.111, 3.318, 8.395], [2.611, 3.186, 7.497], [1.778, 5.648, 9.131], [1.720, 5.497, 7.381], [3.279, 5.483, 8.214], [-1.140, 8.860, 4.929], [0.080, 7.987, 5.165], [-0.201, 6.599, 5.202], [-0.767, 6.041, 4.030], [0.090, 6.201, 2.789], [-1.897, 8.674, 5.692], [-0.856, 9.912, 4.970], [-1.593, 8.678, 3.953], [0.509, 8.209, 6.142], [0.856, 8.204, 4.422], [-1.772, 6.442, 3.855], [-0.888, 4.982, 4.260], [0.224, 7.249, 2.516], [-0.369, 5.695, 1.940], [1.081, 5.769, 2.945], [-7.216, -9.871, -8.308], [-8.049, -8.601, -8.249], [-8.712, -8.399, -7.015], [-7.881, -8.291, -5.872], [-6.887, -7.145, -5.926], [-7.834, -10.743, -8.094], [-6.786, -9.985, -9.304], [-6.393, -9.856, -7.592], [-8.848, -8.652, -8.988], [-7.434, -7.730, -8.505], [-7.360, -9.238, -5.685], [-8.570, -8.143, -5.041], [-6.172, -7.264, -6.742], [-6.318, -7.088, -4.997], [-7.407, -6.199, -6.077], [6.680, -0.426, 6.572], [6.621, -0.444, 5.054], [6.921, 0.800, 4.447], [8.205, 1.333, 4.712], [9.353, 0.448, 4.258], [6.007, 0.333, 6.972], [6.381, -1.398, 6.966], [7.684, -0.214, 6.941], [5.604, -0.672, 4.730], [7.266, -1.235, 4.654], [8.309, 1.579, 5.775], [8.232, 2.276, 4.166], [9.375, -0.504, 4.791], [10.303, 0.951, 4.442], [9.274, 0.235, 3.191], [4.223, -3.640, -3.426], [3.281, -2.861, -2.524], [2.754, -1.686, -3.114], [1.987, -1.862, -4.292], [0.750, -2.725, -4.108], [5.050, -3.009, -3.751], [4.630, -4.495, -2.886], [3.719, -4.021, -4.315], [3.821, -2.513, -1.644], [2.473, -3.508, -2.165], [2.611, -2.251, -5.104], [1.687, -0.854, -4.581], [1.001, -3.751, -3.832], [0.184, -2.761, -5.039], [0.108, -2.313, -3.328]]
}

=====

Record 2
{
  "formula": "C7H12I2NO5S2",
  "method": "wB97M-V/def2-TZVPD",
  "charge": -1,
  "total_energy_ev": -57050.2803,
  "multiplicity": 1,
  "orbital_gap_ev": 3.8,
  "relative_energy_kcal_mol": 11.63,
  "lumo_energy_ev": 0.75,
  "species": ["C", "C", "C", "I", "S", "C", "C", "C", "I", "N", "C", "O", "H", "H", "H", "H", "H", "H", "H", "H", "H", "H", "H", "H", "O", "S", "O", "O", "O"],
  "positions_angstrom": [[-2.863, 2.455, 1.335], [-3.016, 1.006, 0.793], [-1.736, 0.425, 0.202], [-0.963, 1.591, -1.401], [-0.538, 0.020, 1.490], [1.156, 0.319, 0.962], [1.771, -0.824, 0.129], [3.021, -0.252, -0.578], [4.686, -1.592, -0.458], [-0.598, -1.683, 1.641], [-0.473, -1.954, 2.833], [-0.298, -2.188, 3.943], [-3.026, 2.473, 2.409], [-1.859, 2.829, 1.168], [-3.611, 3.083, 0.873], [-3.789, 1.019, 0.039], [-3.360, 0.384, 1.621], [-2.019, -0.531, -0.236], [1.738, 0.405, 1.879], [1.281, 1.258, 0.431], [1.118, -1.210, -0.676], [2.116, -1.651, 0.741], [3.329, 0.640, -0.020], [2.765, 0.047, -1.602], [0.066, -0.823, -4.500], [1.021, -1.252, -3.452], [1.644, -0.025, -2.837], [2.084, -2.099, -4.022], [0.288, -1.979, -2.358]]
}

=====

Record 3
{
  "formula": "C4H6N2OS",
  "method": "wB97M-V/def2-TZVPD",
  "total_energy_ev": -20106.9028,
  "multiplicity": 1,
  "orbital_gap_ev": 9.3,
  "relative_energy_kcal_mol": 56.24,
  "smiles": "[H]/N=C(\\N)C(=C)OC=S",
  "lumo_energy_ev": 0.07,
  "species": ["H", "N", "C", "N", "C", "C", "O", "C", "S", "H", "H", "H", "H", "H"],
  "positions_angstrom": [[-0.424, 2.791, 1.376], [0.124, 2.218, 0.726], [-0.399, 1.068, 0.564], [-1.492, 0.549, 1.183], [0.301, 0.116, -0.370], [1.425, 0.386, -1.021], [-0.408, -1.076, -0.543], [0.254, -2.237, -0.559], [-0.437, -3.640, -0.911], [-2.121, 1.176, 1.640], [-1.928, -0.263, 0.786], [1.889, -0.315, -1.731], [1.888, 1.350, -0.858], [1.330, -2.122, -0.282]]
}

=====

What did the third record say?
{
  "formula": "C4H6N2OS",
  "method": "wB97M-V/def2-TZVPD",
  "total_energy_ev": -20106.9028,
  "multiplicity": 1,
  "orbital_gap_ev": 9.3,
  "relative_energy_kcal_mol": 56.24,
  "smiles": "[H]/N=C(\\N)C(=C)OC=S",
  "lumo_energy_ev": 0.07,
  "species": ["H", "N", "C", "N", "C", "C", "O", "C", "S", "H", "H", "H", "H", "H"],
  "positions_angstrom": [[-0.424, 2.791, 1.376], [0.124, 2.218, 0.726], [-0.399, 1.068, 0.564], [-1.492, 0.549, 1.183], [0.301, 0.116, -0.370], [1.425, 0.386, -1.021], [-0.408, -1.076, -0.543], [0.254, -2.237, -0.559], [-0.437, -3.640, -0.911], [-2.121, 1.176, 1.640], [-1.928, -0.263, 0.786], [1.889, -0.315, -1.731], [1.888, 1.350, -0.858], [1.330, -2.122, -0.282]]
}